No. 1
8
Properties=species:S:1:pos:R:3 method="wB97M-V/def2-TZVPD" homo_ev=-9.5 energy_ha=-934.1538 homo_lumo_gap_ha=0.216 relative_energy_kcal_mol=73.19
C 0.1801 0.2615 0.5495
C 0.5192 0.5129 -0.8391
N -0.3940 0.7426 1.5299
P 1.1439 -1.1160 -0.1842
Cl -1.9905 -2.3678 -0.8201
H -0.2833 0.4788 -1.5682
H 1.2563 1.2779 -1.0611
H -0.4319 0.2100 2.3933

---

No. 2
20
Properties=species:S:1:pos:R:3 method="wB97M-V/def2-TZVPD" homo_ev=-8.8 energy_ha=-473.7795 homo_lumo_gap_ha=0.355 relative_energy_kcal_mol=14.59 smiles="CN=C(N)N.CC(=O)O"
C -3.2086 -0.9877 -1.6325
C -1.7860 -0.9277 -1.1311
O -1.7067 -0.8026 0.1813
O -0.8834 -0.6502 -1.8913
H -3.1587 -1.2928 -2.6722
H -3.5674 0.0338 -1.7476
H -4.0061 -1.6543 -1.3114
C 1.0692 -0.4705 2.4384
C 1.5232 0.9321 0.5474
N 0.8044 0.0357 1.0885
N 1.3517 1.1931 -0.8093
N 2.6039 1.6055 1.1167
H -0.8402 -0.5658 0.5209
H 1.1087 -1.5487 2.2282
H 0.1779 -0.3180 3.0437
H 0.7612 0.5161 -1.2781
H 2.1960 1.4152 -1.3099
H 2.4885 2.0048 2.0333
H 2.9595 2.2887 0.4654
H 2.0251 -0.2476 2.9030

---

No. 3
46
Properties=species:S:1:pos:R:3 method="wB97M-V/def2-TZVPD" homo_ev=-14.4 energy_ha=-3776.7183 homo_lumo_gap_ha=0.188 total_charge=+2
Ta 8.6097 15.3541 6.2762
C 11.7186 15.1214 5.1883
N 10.4501 15.9312 5.3478
C 10.4029 17.1133 4.7500
C 9.1067 17.5547 4.3764
C 8.5154 18.7338 3.8450
C 7.1264 18.5578 3.9036
C 6.8670 17.3179 4.5274
N 8.0726 16.7099 4.8821
C 12.4512 14.8352 6.4779
C 13.4114 13.8036 6.4675
C 14.1164 13.4706 7.5968
C 13.9194 14.1507 8.7793
C 13.0520 15.2529 8.7648
C 12.3922 15.6042 7.6122
H 12.3941 15.6506 4.4422
H 11.4512 14.1558 4.7014
H 11.3143 17.6833 4.5506
H 9.1045 19.5710 3.3813
H 6.3148 19.2226 3.6575
H 5.9293 16.7542 4.5336
H 13.7559 13.3671 5.5254
H 14.7656 12.6037 7.4764
H 14.4994 13.9097 9.6726
H 12.9325 15.8904 9.6462
H 11.8177 16.4562 7.5992
C 8.2640 17.2751 9.0164
C 8.1806 16.3720 7.8649
O 6.9478 15.9457 7.5772
H 9.1869 17.9168 8.8705
H 8.5158 16.6864 9.9011
H 7.3845 17.9092 9.1463
Br 7.0730 6.8857 5.6131
C 7.5508 8.6999 5.6448
C 6.5553 9.6566 5.4545
C 6.8768 10.9895 5.6231
C 8.1895 11.4393 5.9767
C 9.1736 10.4133 6.1758
C 8.8350 9.0835 6.0631
C 8.4656 12.8595 5.9642
O 7.4688 13.7064 5.8050
O 9.6310 13.4047 6.2175
H 5.5000 9.3889 5.2277
H 6.1498 11.7886 5.4687
H 10.2155 10.6705 6.3109
H 9.5955 8.3088 6.2855

---

No. 4
18
Properties=species:S:1:pos:R:3 method="wB97M-V/def2-TZVPD" spin_multiplicity=6 s_squared=8.857 homo_ev="-11.6 / -10.8" energy_ha=-1572.1223 homo_lumo_gap_ha="0.187 / 0.146" relative_energy_kcal_mol=83.28 total_charge=+1
O 2.2230 0.2803 0.3309
C 0.9279 -0.0752 0.5865
C 0.7416 -1.5888 0.4569
O -0.3358 -1.6729 -0.4696
C -0.0524 -0.7191 -1.4248
C -1.0009 0.2799 -1.6617
O -0.2983 1.0459 0.1950
C -1.3174 1.1879 1.1526
Mn 3.1306 1.5104 -0.4944
H 0.7732 0.1087 1.6728
H 0.4304 -2.0459 1.4045
H 1.6641 -2.0347 0.0498
H 0.7503 -0.9266 -2.1414
H -0.8669 0.8601 -2.5795
H -2.0268 0.0807 -1.3296
H -0.9593 1.8838 1.9202
H -2.2361 1.6068 0.7065
H -1.5472 0.2187 1.6254

---

No. 5
15
Properties=species:S:1:pos:R:3 method="wB97M-V/def2-TZVPD" spin_multiplicity=3 s_squared=2.012 homo_ev="-9.7 / -13.6" energy_ha=-1367.9508 homo_lumo_gap_ha="0.214 / 0.245" relative_energy_kcal_mol=13.25 total_charge=+1
C -1.4166 1.0925 -0.0038
C 1.8749 -1.5066 -0.5754
C 1.0204 1.3843 -0.0379
N -0.2476 1.4277 -0.2052
S 2.1163 -0.3311 0.8990
S -2.0584 -0.4421 0.5426
S -4.0942 -0.3391 0.0837
H 1.2524 -2.4590 -0.2868
H -2.1866 1.7074 -0.4638
H 2.8432 -1.6342 -0.9262
H 1.3936 -0.8858 -1.4468
H 1.5393 1.1586 -1.0033
H 1.5489 2.1333 0.5273
H 0.9471 -0.5131 1.6066
H -4.5327 -0.7928 1.2897

---

No. 6
74
Properties=species:S:1:pos:R:3 method="wB97M-V/def2-TZVPD" homo_ev=-12.0 energy_ha=-2630.2007 homo_lumo_gap_ha=0.297 relative_energy_kcal_mol=0.00 total_charge=+1
C -3.6899 -0.5020 6.5661
C -4.1671 0.8672 6.1050
O -3.0569 1.7159 5.7433
C -2.9025 1.9823 4.4393
O -3.7993 2.1132 3.6323
C -1.4510 2.1442 4.0257
C -1.2277 1.4142 2.7123
C 0.2628 1.4494 2.2834
P 0.6272 0.0249 1.1929
I 1.0817 0.7786 -1.0284
B 2.0528 -1.1815 1.8718
O 2.0723 -1.3395 3.2259
N 2.8958 -1.8220 0.9240
C 2.5408 -3.2485 0.7020
C 4.3079 -1.6047 1.3105
H -4.3968 -0.8619 7.3037
H -3.7287 -1.2198 5.7517
H -2.6988 -0.4672 7.0017
H -4.8803 0.7694 5.2951
H -4.6883 1.3584 6.9204
H -1.3111 3.2130 3.8572
H -0.7641 1.8314 4.8040
H -1.8193 1.8366 1.9087
H -1.5335 0.3757 2.8377
H 0.9199 1.4394 3.1470
H 0.4325 2.3304 1.6732
H -0.5450 -0.7374 1.0997
H 2.1502 -0.5005 3.6903
H 3.4354 -3.8609 0.7229
H 2.0657 -3.3815 -0.2643
H 1.8925 -3.6414 1.4845
H 4.8922 -1.3373 0.4348
H 4.4137 -0.7982 2.0336
H 4.7572 -2.4897 1.7541
C 1.7423 -0.8546 -5.4049
C 3.2482 -0.8794 -5.2566
O 3.5645 0.5152 -5.1120
C 2.4708 1.1502 -4.6528
O 2.4520 2.2759 -4.2631
O 1.3934 0.3417 -4.6772
H 1.2487 -1.7210 -4.9784
H 1.4239 -0.7412 -6.4377
H 3.5748 -1.4029 -4.3560
H 3.7587 -1.2990 -6.1178
C -0.6154 -2.6411 -10.4639
C 0.2413 -1.4009 -10.3066
O 0.4934 -1.3904 -8.8932
C 0.3554 -2.6528 -8.4285
O 0.6605 -2.9973 -7.3320
O -0.1701 -3.4564 -9.3701
H -0.4613 -3.1576 -11.4065
H -1.6786 -2.4353 -10.3350
H 1.1943 -1.4807 -10.8307
H -0.2592 -0.4858 -10.6086
C 2.4245 5.0035 -6.0657
C 3.1107 6.3167 -5.7512
O 2.7899 7.1110 -6.8969
C 1.6606 6.6137 -7.4600
O 1.0461 7.1423 -8.3218
O 1.3359 5.4241 -6.8958
H 2.0569 4.4843 -5.1874
H 3.0625 4.3276 -6.6379
H 2.6996 6.7999 -4.8628
H 4.1880 6.2264 -5.6425
C -5.1474 -2.9786 11.2917
C -3.6916 -3.3295 11.5245
O -3.2554 -3.6963 10.2095
C -4.0708 -3.1045 9.3096
O -3.8798 -3.0736 8.1387
O -5.1368 -2.5448 9.9254
H -5.5106 -2.1845 11.9375
H -5.8060 -3.8436 11.3786
H -3.1044 -2.4743 11.8623
H -3.5501 -4.1566 12.2138

---

No. 7
86
Properties=species:S:1:pos:R:3 method="wB97M-V/def2-TZVPD" spin_multiplicity=2 s_squared=0.790 homo_ev="-1.4 / -1.5" energy_ha=-5228.4798 homo_lumo_gap_ha="0.214 / 0.216" relative_energy_kcal_mol=0.00 total_charge=-2
Ir -0.6985 -0.1139 0.8844
S -2.5995 -1.5757 0.5576
Sb -0.6207 -2.4373 -0.3940
C 1.1202 -1.3995 -1.1248
C 2.4187 -1.7328 -0.8849
C 3.4747 -0.8291 -1.1259
C 3.1723 0.5106 -1.4672
C 1.8972 0.9301 -1.6482
C 0.7279 -0.0222 -1.6395
C -1.4745 -2.4122 -2.4492
C -2.3781 -1.4210 -2.8331
C -2.9101 -1.3684 -4.1154
C -2.5720 -2.3392 -5.0494
C -1.7004 -3.3541 -4.6826
C -1.1599 -3.3851 -3.3997
C -0.1799 -4.5277 -0.5740
C -1.0820 -5.4494 -0.0514
C -0.8434 -6.8126 -0.1587
C 0.3077 -7.2700 -0.7872
C 1.2152 -6.3565 -1.3040
C 0.9728 -4.9914 -1.1965
H 2.6430 -2.6928 -0.4312
H 4.5023 -1.1271 -0.9535
H 3.9752 1.2402 -1.5113
H 1.6942 1.9873 -1.7563
H 0.3695 -0.1317 -2.6811
H -2.7007 -0.6897 -2.1044
H -3.5969 -0.5704 -4.3762
H -2.9922 -2.3109 -6.0490
H -1.4369 -4.1294 -5.3948
H -0.4747 -4.1872 -3.1530
H -1.9695 -5.0974 0.4636
H -1.5509 -7.5193 0.2595
H 0.5000 -8.3340 -0.8667
H 2.1181 -6.7056 -1.7929
H 1.6781 -4.2873 -1.6211
O 1.4849 0.1775 1.4035
C 2.1457 0.1865 2.4285
C 3.5901 -0.2252 2.3952
C 4.3948 1.0432 2.0669
C 4.1248 2.2647 2.9636
C 2.7637 2.9496 2.7417
C 1.5733 2.2719 3.4477
N 1.7483 0.8289 3.5841
H 3.7335 -0.9904 1.6352
H 3.8646 -0.6397 3.3666
H 4.1700 1.3281 1.0342
H 5.4609 0.7978 2.1026
H 4.9101 2.9991 2.7579
H 4.2456 1.9865 4.0191
H 2.5466 2.9887 1.6697
H 2.8208 3.9886 3.0823
H 0.6558 2.4554 2.8959
H 1.4385 2.6694 4.4559
H 2.3540 0.5695 4.3481
O 0.3871 -3.0078 1.5348
Se 0.1670 -2.3659 3.0777
O 1.6584 -2.0632 3.6661
O -0.6730 -0.9335 2.9040
O -0.6705 -3.4007 3.9913
C -4.1576 4.3392 2.4579
N -2.8439 4.0259 1.9427
C -2.0647 4.9837 1.3705
C -0.8567 4.6910 0.8746
C -0.3739 3.3086 0.9513
O 0.7555 3.0359 0.5194
N -1.1864 2.3628 1.5120
C -2.4134 2.6648 1.9925
O -3.2098 1.8560 2.4522
H -4.5198 5.2552 1.9880
H -4.1458 4.4759 3.5434
H -4.8320 3.5156 2.2368
H -2.4877 5.9821 1.3423
H -0.2299 5.4347 0.4062
C -0.4656 0.5464 -0.8306
C -1.3310 1.5330 -1.5280
C -2.6254 1.7602 -1.0423
C -3.4718 2.6685 -1.6585
C -3.0493 3.3720 -2.7794
C -1.7784 3.1424 -3.2868
C -0.9347 2.2276 -2.6729
H -2.9526 1.1992 -0.1759
H -4.4666 2.8263 -1.2578
H -3.7076 4.0885 -3.2579
H -1.4398 3.6770 -4.1671
H 0.0475 2.0609 -3.0928

---

No. 8
14
Properties=species:S:1:pos:R:3 method="wB97M-V/def2-TZVPD" homo_ev=-10.6 energy_ha=-510.3090 homo_lumo_gap_ha=0.426 relative_energy_kcal_mol=20.62 smiles=N[C@]1(F)CCC1(F)F
C -1.0014 0.6481 -0.2502
C -0.5376 0.4422 1.2352
C 0.2001 -0.1842 -0.6899
C 0.1981 -0.7761 0.7623
N 1.3356 0.0906 -1.2847
F -0.5652 -1.3328 -1.5290
F -0.2163 -2.0400 0.9920
F 1.5167 -0.6803 1.2939
H -2.0449 0.2597 -0.3166
H -0.9580 1.6884 -0.4649
H 0.0345 1.3365 1.5552
H -1.4362 0.4500 1.8699
H 2.2326 -0.3301 -0.9977
H 1.2422 0.4280 -2.1753

---

No. 9
29
Properties=species:S:1:pos:R:3 method="wB97M-V/def2-TZVPD" homo_ev="-10.9 / -10.9" energy_ha=-500.3794 homo_lumo_gap_ha="0.231 / 0.231" relative_energy_kcal_mol=55.93 total_charge=+1
C 0.9381 2.3295 0.5243
C 2.2114 1.8770 0.3918
C -0.2644 1.5095 0.4705
C 2.5994 0.4611 0.5116
C -0.4439 0.1774 0.7235
C -2.7973 -0.1562 -0.0226
C 2.2548 -0.6219 -0.2674
C -2.9191 0.8485 -1.1342
C 1.5419 -0.3410 -1.6484
C -1.7521 -1.7828 1.2639
N -1.7114 -0.4350 0.6718
N 2.4229 -1.9232 0.0743
H 0.7569 3.3335 0.6251
H 2.9991 2.6018 0.4153
H -1.1744 2.1074 0.7249
H 3.4105 0.2681 1.2866
H 0.3964 -0.6019 0.7566
H -3.7472 -0.7554 0.2252
H -3.7956 1.4321 -1.0473
H -3.1409 0.2780 -1.9810
H -2.0092 1.4460 -1.3016
H 2.0521 0.6181 -2.0008
H 0.4477 -0.3798 -1.7097
H 2.0431 -1.0499 -2.3673
H -2.5062 -1.9080 2.1157
H -2.0064 -2.6131 0.5939
H -0.8399 -1.9146 1.7042
H 3.0159 -2.1843 0.9517
H 2.0179 -2.6208 -0.5505

---

No. 10
14
Properties=species:S:1:pos:R:3 method="wB97M-V/def2-TZVPD" homo_ev=-9.0 energy_ha=-590.3790 homo_lumo_gap_ha=0.351 relative_energy_kcal_mol=46.64 smiles="C[C@H](C=O)NP"
C 1.6716 0.1167 -0.7281
C -0.3649 1.4451 0.1678
C 0.5037 0.1774 0.1808
N -0.3893 -1.0454 -0.5040
O 1.8299 1.0177 -1.5251
P -1.3223 -2.0939 0.3904
H 2.3170 -0.6832 -0.6590
H -0.6977 1.6632 -0.8545
H -1.1041 1.1610 0.8320
H 0.1893 2.3473 0.5826
H 0.6720 -0.0574 1.1847
H -0.3787 -1.0994 -1.5373
H -0.4938 -1.6741 1.6079
H -2.4326 -1.2750 0.8618

---

No. 11
38
Properties=species:S:1:pos:R:3 method="wB97M-V/def2-TZVPD" homo_ev=-14.9 energy_ha=-3919.5069 homo_lumo_gap_ha=0.262 relative_energy_kcal_mol=0.00 total_charge=+2
I 2.0399 3.2730 -1.9232
I 0.6094 2.0115 -3.7465
Ga -1.5474 0.8859 0.6377
P -2.1244 2.8664 -0.3590
C -1.5945 4.1624 -1.5518
C -3.8548 2.5692 -0.8901
H -2.4861 3.1200 2.0584
H -3.1003 4.5210 1.1089
H -1.3307 4.3260 1.3855
C -2.2802 3.7974 1.2132
H -4.2935 1.7322 -0.3247
H -4.4427 3.4834 -0.7235
H -2.3104 5.0031 -1.5292
H -1.5448 3.7376 -2.5666
H -3.8539 2.3283 -1.9637
H -0.5916 4.5220 -1.2841
C 4.1371 1.8733 -4.3679
O 4.6235 0.9306 -3.9369
Cl -2.7689 0.1515 2.2431
O -0.1935 -0.3923 0.2456
C 0.6065 -1.3321 0.6438
C 0.3476 -2.1986 1.8344
C 0.2099 -3.6919 1.5078
C 1.5569 -4.3970 1.3486
C 2.3724 -3.9030 0.1674
C 2.7955 -2.4339 0.2464
N 1.7064 -1.4968 -0.0797
H 1.2105 -2.0334 2.5051
H -0.5656 -1.8313 2.3260
H -0.2918 -4.1757 2.3496
H -0.4128 -3.8422 0.6091
H 2.1633 -4.2877 2.2611
H 1.3898 -5.4700 1.2106
H 3.3050 -4.4789 0.1420
H 1.8632 -4.0826 -0.7837
H 3.1626 -2.1986 1.2575
H 3.6075 -2.2545 -0.4716
H 1.8809 -0.7943 -0.7995

---

No. 12
11
Properties=species:S:1:pos:R:3 method="wB97M-V/def2-TZVPD" spin_multiplicity=2 s_squared=0.756 homo_ev="-9.4 / -9.4" energy_ha=-665.8976 homo_lumo_gap_ha="0.372 / 0.219" relative_energy_kcal_mol=7.83
O 0.8771 -1.5878 0.7259
C 0.6945 -0.5413 1.3447
O 1.0036 -0.0091 2.3831
C -0.3103 0.4193 0.4556
C -0.7384 0.0125 -0.9216
S 0.6569 -0.1208 -2.1214
H 0.0118 1.4454 0.6134
H -1.2044 0.3732 1.0948
H -1.4888 0.6796 -1.3345
H -1.1454 -0.9813 -0.9138
H 1.6433 0.3104 -1.3262